(1)
DFT (ωB97M-V/def2-TZVPD) results for an isolated molecule of C33H36FNO4 at a distorted geometry.

Structure (XYZ):
```
75
Properties=species:S:1:pos:R:3:forces:R:3
C 0.7690 5.2568 2.6058 0.26 -0.75 -0.71
C 1.6972 4.9399 1.2825 0.06 -0.29 0.83
C 3.2968 5.2042 1.6874 -1.01 0.20 -1.82
C 4.1785 4.3101 0.6323 0.04 0.41 -0.01
C 4.8150 2.9302 1.2572 0.97 -0.23 -0.87
C 4.4846 1.6782 0.2292 0.12 -2.19 -1.50
C 5.6554 1.3954 -0.9314 -4.32 -2.86 0.07
C 5.3545 0.1911 -2.0018 -2.17 1.29 3.28
C 3.9733 -0.7416 -1.9080 0.50 1.49 1.53
C 3.8647 -1.9277 -3.0721 0.55 0.79 -0.14
C 4.3359 -3.4083 -2.5519 0.67 -0.53 -0.16
C 5.8727 -3.4894 -1.9807 -0.49 -1.13 0.31
F 4.2948 -4.3263 -3.7507 -0.03 1.87 2.18
C 2.8008 -0.5098 -0.7442 3.34 2.08 -0.39
C 3.1014 0.7422 0.3231 1.28 -0.59 -1.65
C 1.9561 0.9988 1.4942 -0.17 2.40 3.73
O 2.1341 1.7455 2.5934 -0.61 -4.15 -6.56
C 0.4337 0.3315 1.3295 -2.61 -1.18 -0.53
C -0.7974 0.9224 2.2664 -0.37 -2.41 -2.03
C -2.3668 0.3493 2.1945 3.40 -1.44 -2.78
C -3.5663 0.9337 3.1856 0.70 -1.23 0.68
C -2.9737 1.9190 4.3779 3.28 -2.82 4.07
O -2.2056 1.4169 5.3825 -5.01 3.24 -6.60
C -2.6413 -0.8644 1.0764 2.84 2.05 0.76
C -4.1511 -1.4906 0.9542 1.24 -1.48 0.47
O -4.8098 -1.2728 -0.3508 -1.14 -1.29 2.59
C -6.0196 -2.1575 -0.2697 -1.04 -0.52 -0.29
C -7.3580 -1.4559 -0.9598 1.12 0.13 0.17
C -7.3268 0.1964 -0.7651 -0.87 -0.77 -0.12
C -1.3810 -1.4439 0.1434 0.18 1.12 1.15
C -1.8058 -2.6519 -0.9381 0.04 0.46 -0.30
C -2.0739 -2.1534 -2.4342 -0.46 -3.60 -0.05
C -2.4752 -3.2351 -3.5847 1.15 -1.43 5.70
C -2.5271 -4.7358 -2.9519 0.66 3.34 1.55
C -2.2483 -4.9443 -1.3867 -0.10 0.45 -0.86
N -1.8842 -3.9925 -0.3003 -1.33 1.82 -7.66
C 0.1655 -0.9077 0.2387 -2.44 2.04 2.28
C 1.4457 -1.4836 -0.6275 -0.38 -3.92 -1.36
O 1.3974 -2.7046 -1.1655 0.44 7.41 2.98
H -0.3671 5.3963 2.2979 2.41 -0.11 0.76
H 0.8474 4.2983 3.3011 -0.13 2.23 -1.21
H 1.2230 6.2188 3.1201 -1.23 -2.01 -0.88
H 1.3567 5.6163 0.3880 0.90 -1.19 1.67
H 1.5843 3.8062 0.9263 0.12 2.50 0.94
H 3.4948 6.3406 1.4134 -0.27 -2.30 0.98
H 3.5041 4.9850 2.8193 -0.37 0.35 -2.28
H 5.0296 5.0094 0.1925 -1.60 -1.71 0.91
H 3.4901 4.0043 -0.2711 1.33 0.72 1.78
H 4.5427 2.7210 2.3757 0.08 0.31 -2.39
H 5.9992 3.0803 1.2364 -2.53 -0.59 0.00
H 6.6394 2.0609 -0.9389 -2.43 -1.65 -0.04
H 6.1650 -0.0211 -2.8367 -2.06 0.32 1.87
H 2.7931 -1.8924 -3.5598 2.09 -0.44 1.29
H 4.6187 -1.6312 -3.9493 -1.55 -0.59 2.02
H 3.6409 -3.9015 -1.7498 1.06 1.23 -1.77
H 6.7029 -3.4108 -2.8111 -1.85 0.21 1.60
H 6.0130 -2.7389 -1.0939 -0.19 -1.25 -1.87
H 5.9906 -4.5824 -1.5146 -0.28 2.39 -1.04
H -0.5154 1.7798 3.0295 -0.62 -2.05 -1.78
H -3.9852 -0.0258 3.7560 0.97 2.09 -1.10
H -4.4786 1.3824 2.6062 2.03 -0.56 0.95
H -3.2442 3.0653 4.3731 0.54 -2.19 -0.01
H -4.8437 -1.1850 1.8765 1.58 -0.19 -2.07
H -4.0273 -2.6737 1.0553 -0.01 2.43 -0.07
H -5.7499 -3.2054 -0.7670 -0.57 2.27 0.89
H -6.3260 -2.4061 0.8398 0.87 0.72 -1.97
H -8.3134 -1.8997 -0.4069 2.07 0.90 -1.40
H -7.3328 -1.7539 -2.0990 -0.38 0.76 2.28
H -7.2852 0.4442 0.3789 0.03 -0.42 -2.18
H -6.4217 0.6932 -1.3229 -1.90 -1.07 1.14
H -8.3731 0.5928 -1.1781 2.43 -0.65 0.83
H -1.9816 -1.0135 -2.7102 -0.17 -2.59 0.86
H -2.6889 -2.9852 -4.7076 0.50 -0.50 2.52
H -2.7707 -5.6587 -3.6427 0.55 2.05 1.76
H -2.3460 -6.0741 -1.0051 0.27 2.79 -0.95
```
Positions in Å, forces in eV/Å.

Computed properties:
E_HOMO = -8.71 eV
Orbital gap = 6.880 eV
Net charge = 0
Lowest unoccupied orbital energy = -1.832 eV
Structure (SMILES) = CCCCCc1ccc(C[C@H](C)F)c2c1C(=O)c1cc(CC=O)c(COCCC)c(-c3ccccn3)c1C2=O
Strongest force on any atom = 8.90 eV Å⁻¹
Electronic energy = -1733.497913 Eh

=====

(2)
DFT (ωB97M-V/def2-TZVPD) results for a structure of composition C33H36MnN6PSb.

Structure (XYZ):
```
78
Properties=species:S:1:pos:R:3:forces:R:3
Mn -0.9317 -0.9074 -0.3944 0.00 0.05 -0.12
C -2.3380 -2.8041 4.6138 0.00 0.00 0.00
N -2.0317 -1.8118 3.5853 0.01 -0.01 0.03
C -2.0383 -0.4620 3.7990 -0.02 0.01 -0.02
C -1.7015 0.1216 2.6148 0.02 0.01 0.01
N -1.4856 -0.8560 1.6826 0.00 -0.03 0.08
C -1.6927 -2.0229 2.2947 0.01 -0.01 -0.06
P -1.5759 -3.6730 1.5202 -0.05 0.04 0.04
C -2.6170 -3.3554 0.0557 0.01 0.00 0.00
N -2.5032 -2.3345 -0.7927 -0.01 -0.02 0.01
C -3.4937 -2.4854 -1.7223 0.02 -0.01 -0.01
C -4.2078 -3.6103 -1.4341 -0.01 0.00 0.03
N -3.6461 -4.1506 -0.3120 -0.01 0.01 -0.03
C -4.1256 -5.3531 0.3695 0.00 0.01 -0.01
C 0.0642 -3.5096 0.7394 0.04 -0.03 0.00
N 0.4773 -2.5077 -0.0365 -0.02 0.00 0.02
C 1.7562 -2.8076 -0.4183 -0.03 0.01 -0.02
C 2.1155 -4.0012 0.1299 0.02 0.00 0.02
N 1.0436 -4.4351 0.8575 0.01 0.00 -0.01
C 1.0310 -5.6760 1.6307 -0.01 0.00 -0.01
H -3.3453 -2.6395 4.9887 0.00 0.00 0.00
H -1.6248 -2.7137 5.4297 0.00 0.00 0.00
H -2.2719 -3.8010 4.1885 0.00 0.00 0.00
H -2.2795 -0.0384 4.7586 0.00 0.00 0.00
H -1.5878 1.1670 2.3842 0.00 -0.01 0.01
H -3.6347 -1.7930 -2.5327 0.00 0.00 0.00
H -5.0522 -4.0630 -1.9239 0.00 0.00 0.00
H -4.7907 -5.8844 -0.3045 0.00 0.00 0.00
H -4.6709 -5.0854 1.2721 0.00 0.00 0.00
H -3.2893 -6.0000 0.6198 0.00 0.00 0.00
H 2.3327 -2.1619 -1.0559 0.00 -0.01 0.00
H 3.0274 -4.5692 0.0640 0.00 0.00 0.00
H 1.3752 -6.4916 1.0000 0.00 0.00 0.00
H 0.0201 -5.8869 1.9658 0.00 0.00 0.00
H 1.6859 -5.5795 2.4939 0.00 0.00 0.00
C 2.6002 0.4644 1.8203 0.01 -0.01 -0.02
C 3.3227 1.5448 1.0528 0.00 0.01 0.01
C 4.7115 1.5456 1.0042 -0.01 -0.01 0.01
C 5.4051 2.5398 0.3260 -0.01 0.01 0.00
C 4.7139 3.5598 -0.3068 0.01 -0.01 0.01
C 3.3253 3.5693 -0.2735 0.01 0.01 0.00
C 2.6282 2.5601 0.3813 -0.04 0.01 -0.01
Sb 0.5034 2.6154 0.5080 0.03 -0.02 0.04
C -0.1127 1.2679 -1.1226 0.03 -0.02 -0.01
C -1.5034 1.3525 -1.3455 -0.02 0.03 0.01
C -2.1330 0.6970 -2.4022 0.01 -0.03 -0.01
C -1.3768 -0.1093 -3.2448 0.01 0.01 0.02
C -0.0114 -0.2423 -3.0214 -0.01 -0.01 -0.01
C 0.6475 0.4454 -1.9903 -0.01 0.00 -0.01
C 2.1451 0.3391 -1.9103 -0.01 -0.02 -0.05
C 0.0502 4.4290 -0.5026 -0.03 0.07 0.01
C -0.5102 5.3811 0.3531 0.01 -0.02 -0.02
C -0.8621 6.6410 -0.1062 0.00 0.00 0.01
C -0.6649 6.9517 -1.4407 0.00 0.01 -0.01
C -0.1172 6.0096 -2.2986 0.00 0.01 -0.01
C 0.2494 4.7425 -1.8551 0.02 -0.05 0.01
C 0.8320 3.7699 -2.8453 0.02 -0.02 0.01
H 3.3022 -0.2756 2.2029 0.00 0.00 0.00
H 1.8702 -0.0696 1.1979 0.00 0.00 0.01
H 2.0532 0.8778 2.6710 0.00 0.00 0.00
H 5.2619 0.7641 1.5150 0.00 0.00 0.00
H 6.4866 2.5224 0.3068 0.00 0.00 0.00
H 5.2488 4.3483 -0.8189 0.00 0.00 0.00
H 2.7894 4.3789 -0.7550 -0.01 0.00 0.00
H -2.1040 1.9912 -0.7033 0.01 -0.01 0.01
H -3.1964 0.8243 -2.5588 0.00 0.00 0.00
H -1.8380 -0.6283 -4.0748 0.00 0.00 0.00
H 0.5734 -0.8703 -3.6828 0.00 0.00 0.00
H 2.5092 -0.4298 -2.5915 0.01 0.01 0.01
H 2.5007 0.1302 -0.9042 0.00 0.00 0.00
H 2.6063 1.2830 -2.2043 0.00 0.01 0.01
H -0.6710 5.1424 1.3993 0.00 0.01 0.00
H -1.2834 7.3701 0.5724 0.00 0.00 0.00
H -0.9337 7.9294 -1.8179 0.00 0.00 0.00
H 0.0376 6.2653 -3.3400 0.00 0.00 0.00
H 1.2530 4.2960 -3.7007 0.00 0.00 0.00
H 0.0700 3.0847 -3.2266 -0.01 0.01 -0.01
H 1.6279 3.1739 -2.3979 0.00 0.01 0.00
```
Positions in Å, forces in eV/Å.

Computed properties:
E_HOMO (alpha / beta) = -12.99 / -12.99 eV
Orbital gap (alpha / beta) = 8.026 / 7.624 eV
Net charge = +2
Lowest unoccupied orbital energy (alpha / beta) = -4.960 / -5.367 eV
2S+1 = 6
Strongest force on any atom = 0.13 eV Å⁻¹
Energy above the lowest of the compared OMol25 structures with the same formula, charge and spin = 0.000 eV
Electronic energy = -3339.834314 Eh

=====

(3)
DFT (ωB97M-V/def2-TZVPD) results for a structure of composition C33H36N2O8P2SZr.

Structure (XYZ):
```
83
Properties=species:S:1:pos:R:3:forces:R:3
Zr 0.6114 -0.7515 -0.6697 -0.41 -0.14 -0.50
C -2.2551 1.6347 3.5131 0.01 -0.05 0.01
C -2.9354 2.8013 2.7905 0.00 0.00 -0.06
C -4.4075 2.8373 3.2148 -0.11 -0.04 0.02
C -2.2486 4.1078 3.2091 0.02 0.10 0.02
C -2.8251 2.6620 1.2729 0.00 0.05 0.03
C -3.5601 3.5075 0.4189 0.00 0.06 0.00
C -3.4572 3.4327 -0.9576 -0.04 0.03 0.04
C -2.5888 2.4938 -1.5067 -0.15 0.15 -0.07
S -2.1943 2.1646 -3.1636 -0.08 0.08 -0.09
C -1.0679 0.9521 -2.6447 0.01 0.09 -0.23
N -1.0112 0.7914 -1.3586 -0.04 -0.08 -0.11
C -1.8572 1.6545 -0.6783 0.22 -0.33 -0.01
C -1.9724 1.7313 0.7083 0.00 -0.09 0.00
C -0.1551 0.2466 -3.5450 -0.19 0.24 0.01
C -0.3326 0.2957 -4.9275 -0.01 0.04 -0.12
C 0.6149 -0.2775 -5.7512 0.05 -0.02 0.00
C 1.7307 -0.8826 -5.1740 -0.02 0.01 -0.10
C 1.8647 -0.9481 -3.7964 0.10 -0.01 0.02
C 0.9237 -0.3961 -2.9264 -0.13 0.14 -0.12
H -2.4301 1.7230 4.5882 0.02 0.01 -0.04
H -1.1722 1.6297 3.3520 -0.07 0.00 0.00
H -2.6486 0.6697 3.1795 0.01 0.07 0.04
H -4.4728 2.9020 4.3041 -0.02 0.00 -0.04
H -4.9283 1.9304 2.8926 0.05 0.08 0.03
H -4.9379 3.6989 2.8017 0.06 -0.07 0.02
H -2.3029 4.2344 4.2951 0.01 0.00 -0.07
H -2.7250 4.9736 2.7400 0.04 -0.06 0.04
H -1.1941 4.1050 2.9128 -0.08 0.00 0.03
H -4.2266 4.2509 0.8436 0.07 -0.07 -0.03
H -4.0341 4.0978 -1.5895 0.04 -0.04 0.04
H -1.4005 1.0379 1.3063 0.00 0.00 -0.01
H -1.2051 0.7780 -5.3570 0.01 0.00 0.00
H 0.4971 -0.2499 -6.8276 0.01 0.00 0.04
H 2.4917 -1.3198 -5.8111 -0.01 0.01 0.01
H 2.7334 -1.4562 -3.3924 0.07 -0.06 0.02
N 4.2012 2.1262 1.1003 -0.38 -0.07 0.09
C 2.7244 1.9716 1.4415 0.06 0.07 -0.14
C 2.3642 2.7232 2.7077 0.15 0.07 0.06
P 1.9262 2.6595 -0.1337 0.28 0.11 -0.24
O 0.7267 3.5694 0.3798 -0.23 -0.01 0.10
O 3.0280 3.5317 -0.6563 -0.20 -0.24 0.17
O 1.4136 1.4846 -0.9031 0.06 0.21 0.02
P 2.3091 0.2122 1.4133 0.38 0.15 0.39
O 2.8104 -0.3636 2.8212 -0.15 0.00 0.16
O 3.0878 -0.3328 0.2546 -0.21 -0.18 0.09
O 0.7929 0.0940 1.3464 0.42 0.11 0.31
H 4.7713 2.3596 1.9050 0.08 0.08 0.06
H 4.1534 2.8718 0.3425 0.11 0.32 -0.03
H 4.5413 1.2746 0.6512 -0.05 -0.26 -0.03
H 2.5787 3.7899 2.6092 -0.02 -0.03 -0.01
H 2.9016 2.3168 3.5701 -0.03 0.04 -0.04
H 1.2956 2.6241 2.8972 0.03 -0.03 -0.03
H -0.1268 3.1011 0.3560 0.06 0.06 0.00
H 2.1341 -0.9365 3.2126 0.12 0.05 -0.05
C 3.3651 -3.7204 1.4257 0.12 -0.18 0.03
C 2.3811 -3.2734 0.3868 -0.18 -0.14 -0.06
O 1.5695 -2.3945 0.7150 0.07 0.10 0.09
C 2.3811 -3.8885 -0.9238 0.28 -0.07 0.21
C 3.2977 -4.9119 -1.2443 0.05 0.01 0.11
C 3.2298 -5.5820 -2.4346 -0.12 0.00 -0.15
C 2.2046 -5.2471 -3.3419 0.06 -0.05 0.01
C 1.2957 -4.2600 -3.0605 0.00 -0.06 -0.10
C 1.3788 -3.5367 -1.8518 -0.31 0.13 0.00
O 0.5317 -2.5819 -1.6133 0.24 -0.35 -0.29
H 3.2347 -3.1247 2.3228 -0.01 0.01 0.02
H 4.3809 -3.5816 1.0493 -0.03 -0.02 0.04
H 3.2329 -4.7791 1.6600 0.03 0.06 -0.01
H 4.0673 -5.1779 -0.5298 -0.03 0.01 -0.04
H 3.9409 -6.3630 -2.6704 -0.04 0.04 -0.01
H 2.1355 -5.7792 -4.2840 0.00 0.02 0.03
H 0.5089 -3.9845 -3.7526 0.06 -0.03 0.02
C -3.9188 -2.6320 0.7229 0.04 0.02 -0.07
C -2.9846 -2.3045 1.6930 -0.01 0.00 -0.03
C -1.7560 -1.7611 1.3183 -0.05 0.03 0.08
C -1.4204 -1.5207 -0.0136 -0.04 -0.09 0.30
C -2.3797 -1.8747 -0.9687 -0.08 0.00 0.06
C -3.6064 -2.4169 -0.6187 -0.06 -0.03 0.14
H -4.8777 -3.0541 1.0027 0.04 0.02 -0.02
H -3.2092 -2.4718 2.7423 0.01 0.01 -0.05
H -1.0450 -1.5110 2.1000 0.02 0.00 0.04
H -2.1697 -1.7308 -2.0232 0.03 0.01 -0.10
H -4.3230 -2.6759 -1.3893 -0.01 -0.01 0.00
```
Positions in Å, forces in eV/Å.

Computed properties:
E_HOMO = -7.81 eV
Orbital gap = 7.890 eV
Net charge = 0
Lowest unoccupied orbital energy = 0.083 eV
Strongest force on any atom = 0.66 eV Å⁻¹
Energy above the lowest of the compared OMol25 structures with the same formula, charge and spin = 0.550 eV
Electronic energy = -3118.882657 Eh

=====

no.,molecular weight (u)
1,529.652
2,724.365
3,773.896